The following is a DFT calculation (the ωB97M-V functional and the def2-TZVPD basis) of 2 unconnected molecules or ions with the total composition C6H12NO4P in a non-equilibrium geometry.

Geometry as XYZ:
```
24
C6H12NO4P | the Open Molecules 2025 dataset | the ωB97M-V functional and the def2-TZVPD basis
C 1.221 -1.225 0.311
C -1.235 -1.197 0.143
C 0.090 -0.746 -0.619
C 0.461 -1.484 1.668
C 1.125 1.619 -1.259
C 0.214 0.829 -0.434
N -1.657 1.777 -1.662
O -1.529 1.771 -2.858
O -2.572 2.017 -0.942
O -0.865 -0.976 1.499
O 0.420 -2.886 1.745
P -0.661 1.560 0.975
H 1.521 -2.161 -0.164
H 1.998 -0.549 0.573
H -2.192 -0.653 -0.175
H -1.342 -2.195 -0.217
H 0.082 -0.926 -1.772
H 1.088 -1.149 2.454
H 1.892 0.968 -1.616
H 0.712 2.327 -2.101
H 1.515 2.419 -0.657
H -0.401 -2.944 2.285
H -0.068 2.851 0.729
H 0.182 0.955 2.095
```

The calculation puts the molar mass at 193.14 g mol⁻¹. As for the orbital gap (spin up / spin down): 8.0 / 7.0 eV. Its charge is 0. The highest occupied orbital energy (spin up / spin down) comes out at -0.3119 / -0.2868 Eh. The value obtained for the relative energy (zero: lowest compared OMol25 entry of this formula, charge and spin) is 9.557 eV. The multiplicity is 1.